(1)
C33H26AsCrN4O11S2Se2 | ωB97M-V/def2-TZVPD

As for the multiplicity: 4. The LUMO energy (alpha / beta) is -0.042 / -0.041 hartree. As for the energy: -11199.4395 Eh. Its charge is 0. The HOMO-LUMO gap (alpha / beta) is 0.2862 / 0.2870 Ha.

Last column: Mulliken charge in e.
Geometry (Å):
Cr 1.10 1.19 1.28  0.759
O 3.78 -0.02 -3.69  -0.586
C 3.61 -1.15 -3.02  0.355
O 4.00 -2.22 -3.42  -0.627
C 2.89 -1.06 -1.72  0.826
C 2.62 -2.15 -0.92  -0.859
N 1.94 -1.71 0.15  -0.121
N 1.73 -0.39 0.08  1.374
C 2.30 0.02 -1.04  -0.812
C 2.33 1.51 -1.23  0.862
O 2.87 1.99 -2.21  -0.911
O 1.82 2.16 -0.24  -0.598
H 3.43 0.77 -3.21  0.390
H 2.87 -3.19 -1.06  0.612
H 1.54 -2.24 0.91  0.180
O -1.97 2.00 2.86  -0.491
As -0.83 3.34 2.60  1.028
O -0.97 4.27 3.92  -0.809
O 0.72 2.62 2.43  -0.313
C -1.50 4.19 1.01  0.019
C -1.79 5.54 1.19  -0.804
C -2.43 6.25 0.20  -0.580
C -2.84 5.62 -0.96  -0.730
C -2.56 4.27 -1.15  -0.939
C -1.88 3.55 -0.17  0.174
S -1.36 1.93 -0.71  1.762
O -2.53 1.17 -1.04  -0.690
O -0.43 2.18 -1.77  -0.678
O -0.71 1.34 0.52  -0.204
H -2.48 2.31 3.62  0.250
H -1.51 6.00 2.13  0.506
H -2.63 7.31 0.34  0.395
H -3.36 6.17 -1.73  0.394
H -2.85 3.77 -2.06  0.489
Se 3.19 -1.01 3.52  -0.024
Se 1.84 0.37 4.80  0.006
C 0.18 -0.13 3.97  0.154
C -0.87 -0.52 4.79  -0.879
C -1.99 -1.08 4.21  -0.652
C -2.00 -1.28 2.84  -1.010
C -0.93 -0.82 2.09  -0.555
N 0.13 -0.22 2.64  0.897
C 3.96 0.36 2.41  0.385
C 5.33 0.35 2.22  -0.871
C 5.92 1.47 1.65  -0.342
C 5.14 2.57 1.36  -0.909
C 3.77 2.47 1.54  -0.292
N 3.18 1.35 1.98  0.651
H -0.79 -0.39 5.86  0.457
H -2.83 -1.39 4.82  0.440
H -2.84 -1.74 2.34  0.520
H -0.93 -0.89 1.02  0.735
H 5.92 -0.49 2.56  0.426
H 6.99 1.49 1.48  0.441
H 5.56 3.49 0.99  0.470
H 3.11 3.29 1.31  0.458
O -0.22 -0.83 -2.62  -0.591
S -1.07 -1.46 -1.58  0.918
C -2.68 -1.73 -2.30  0.278
C -3.73 -2.18 -1.51  -0.319
C -4.98 -2.36 -2.09  -0.752
C -5.16 -2.08 -3.43  -0.451
C -4.11 -1.61 -4.21  -0.760
C -2.86 -1.43 -3.64  -0.303
C -0.54 -3.18 -1.52  0.453
C -0.77 -3.94 -0.38  -0.323
C -0.26 -5.23 -0.30  -0.683
C 0.49 -5.74 -1.36  -0.471
C 0.72 -4.97 -2.49  -0.788
C 0.21 -3.68 -2.57  -0.279
H -3.58 -2.37 -0.46  0.235
H -5.81 -2.70 -1.48  0.413
H -6.14 -2.21 -3.88  0.382
H -4.26 -1.39 -5.25  0.419
H -2.02 -1.04 -4.20  0.501
H -1.36 -3.54 0.44  0.257
H -0.44 -5.83 0.58  0.440
H 0.90 -6.74 -1.29  0.410
H 1.32 -5.36 -3.30  0.413
H 0.41 -3.04 -3.42  0.468

---

(2)
C33H26BF4N7S4Tc | ωB97M-V/def2-TZVPD

As for the multiplicity: 4. The LUMO energy (alpha / beta) is -0.249 / -0.344 hartree. As for the energy: -3754.0855 Eh. Its charge is +2. The HOMO-LUMO gap (alpha / beta) is 0.2088 / 0.1292 Ha.

Last column: Mulliken charge in e.
Geometry (Å):
Tc -0.09 -0.27 -0.14  0.950
C -4.24 -0.32 3.39  -1.098
C -3.13 0.63 3.61  0.948
N -3.15 1.64 4.42  -0.790
N -1.92 2.21 4.31  0.214
C -1.11 1.59 3.44  -0.040
S 0.48 1.92 3.05  -0.298
N -1.90 0.58 2.97  0.061
N -1.49 -0.36 2.01  -0.152
H -5.06 -0.04 4.04  0.378
H -3.93 -1.34 3.63  0.313
H -4.58 -0.31 2.35  0.211
H -1.67 3.00 4.89  0.192
H -1.06 -1.14 2.51  0.352
H -2.35 -0.71 1.56  0.122
S -0.51 -5.76 1.67  -0.075
C -0.23 -7.31 2.31  -0.336
C 0.98 -7.40 2.94  -0.621
C 1.70 -6.20 2.90  -0.505
C 1.02 -5.19 2.24  0.421
C 1.46 -3.83 2.02  0.946
C 0.65 -2.94 1.26  -0.947
N 0.98 -1.69 1.02  0.754
C 2.17 -1.22 1.50  -0.451
C 3.03 -2.02 2.28  0.234
C 4.26 -1.43 2.76  -1.144
C 4.59 -0.16 2.46  -1.250
C 3.74 0.65 1.63  0.159
C 4.03 1.95 1.27  -0.636
C 3.16 2.67 0.44  1.036
C 1.97 2.01 0.00  -0.918
N 1.67 0.79 0.35  0.945
C 2.53 0.10 1.16  0.051
C 3.42 4.01 0.04  0.729
C 4.53 4.81 0.39  -0.575
C 4.47 6.07 -0.17  -0.585
C 3.33 6.26 -0.94  -0.265
S 2.33 4.90 -0.99  0.020
C 2.65 -3.33 2.54  -0.712
H -0.98 -8.08 2.20  0.456
H 1.34 -8.31 3.40  0.419
H 2.68 -6.08 3.33  0.376
H -0.29 -3.27 0.84  0.387
H 4.91 -2.04 3.38  0.503
H 5.51 0.27 2.83  0.494
H 4.95 2.40 1.62  0.438
H 1.26 2.52 -0.64  0.267
H 5.33 4.46 1.02  0.418
H 5.22 6.84 -0.03  0.451
H 3.06 7.15 -1.48  0.472
H 3.29 -3.96 3.14  0.438
C -2.31 2.21 0.27  -0.526
C -1.88 2.09 -1.15  0.326
C -2.43 2.96 -2.11  -1.041
C -2.11 2.83 -3.43  -1.049
C -1.20 1.83 -3.82  1.039
C -0.84 1.64 -5.18  -0.962
C 0.04 0.66 -5.52  -0.779
C 0.61 -0.16 -4.52  -0.617
C 0.28 0.01 -3.20  1.251
S 0.99 -0.99 -1.95  -0.572
C -0.64 1.01 -2.82  -0.867
N -0.99 1.15 -1.48  1.267
H -3.06 2.99 0.37  0.660
H -1.46 2.45 0.91  -0.050
H -2.75 1.27 0.59  -0.148
H -3.15 3.70 -1.78  0.552
H -2.55 3.48 -4.17  0.477
H -1.29 2.27 -5.93  0.451
H 0.31 0.50 -6.55  0.417
H 1.31 -0.93 -4.80  0.530
F -3.51 -2.81 -1.01  -0.276
B -3.18 -1.53 -0.85  0.002
F -3.17 -0.72 -1.93  -0.235
F -3.74 -0.93 0.28  -0.296
F -1.63 -1.59 -0.40  -0.309

---

(3)
C33H26Br4ClIrO6P2 | ωB97M-V/def2-TZVPD

As for the multiplicity: 2. The LUMO energy (alpha / beta) is -0.192 / -0.192 hartree. As for the energy: -13267.2612 Eh. Its charge is +1. The HOMO-LUMO gap (alpha / beta) is 0.2066 / 0.2067 Ha.

Last column: Mulliken charge in e.
Geometry (Å):
Ir 1.10 0.46 -0.52  2.282
Br 5.11 2.80 4.90  -0.077
C 4.13 2.61 3.34  0.642
C 4.49 3.49 2.17  0.573
Br 5.92 4.65 2.36  -0.076
C 3.80 3.46 1.01  -0.384
Br 4.16 4.50 -0.49  -0.062
C 2.74 2.48 0.87  0.819
O 2.06 2.37 -0.13  -0.627
C 2.41 1.55 2.03  -0.936
O 1.51 0.78 1.87  0.394
C 3.14 1.70 3.28  -0.521
Br 2.59 0.61 4.69  -0.065
C 0.14 -1.96 1.89  -0.873
C -0.94 -1.06 2.53  -1.345
P -1.23 0.80 2.39  -0.015
C -0.90 1.75 0.82  0.364
C -1.04 1.31 -0.51  -0.844
C -0.87 2.21 -1.60  0.202
C -0.54 3.52 -1.36  -0.933
C -0.43 3.96 -0.04  -0.524
C -0.59 3.10 1.04  -0.840
C -3.05 0.95 2.45  0.523
C -3.93 0.04 1.88  0.045
C -5.30 0.29 1.85  -0.946
C -5.80 1.46 2.39  -0.486
C -4.93 2.38 2.96  -0.688
C -3.57 2.13 2.99  -0.240
C -0.28 -2.51 0.52  -1.321
P 0.15 -1.54 -0.96  1.587
C -1.31 -1.76 -2.04  1.238
C -1.20 -2.33 -3.30  -0.858
C -2.33 -2.55 -4.08  -0.828
C -3.58 -2.20 -3.61  -0.656
C -3.71 -1.64 -2.35  -0.987
C -2.59 -1.42 -1.57  0.051
C 1.47 -2.36 -1.90  0.021
C 2.00 -3.61 -1.58  -0.832
C 3.03 -4.14 -2.33  -0.670
C 3.55 -3.44 -3.41  -0.690
C 3.03 -2.19 -3.73  -0.688
C 2.00 -1.66 -2.98  -0.459
H 0.25 -2.82 2.56  0.790
H 1.12 -1.48 1.87  -0.030
H -0.76 -1.06 3.61  0.684
H -1.91 -1.53 2.39  0.817
H -1.52 0.37 -0.69  0.405
H -1.04 1.85 -2.61  0.527
H -0.41 4.21 -2.18  0.459
H -0.20 5.00 0.15  0.484
H -0.48 3.46 2.05  0.515
H -3.57 -0.88 1.44  0.076
H -5.97 -0.44 1.40  0.431
H -6.86 1.65 2.37  0.389
H -5.32 3.29 3.39  0.414
H -2.90 2.84 3.45  0.418
H -1.37 -2.58 0.51  0.564
H 0.10 -3.51 0.33  0.882
H -0.23 -2.62 -3.68  0.387
H -2.22 -3.00 -5.06  0.442
H -4.45 -2.38 -4.22  0.400
H -4.69 -1.37 -1.98  0.530
H -2.74 -1.00 -0.59  -0.182
H 1.62 -4.17 -0.74  0.348
H 3.44 -5.11 -2.07  0.433
H 4.37 -3.85 -3.98  0.397
H 3.45 -1.63 -4.56  0.443
H 1.60 -0.68 -3.25  0.398
O 2.92 -0.99 0.30  -0.564
Cl 4.10 -0.32 -0.33  1.750
O 5.01 -1.27 -0.88  -0.626
O 4.73 0.53 0.65  -0.610
O 3.50 0.51 -1.39  -0.643

---

(4)
C33H26Cl5IrP2 | ωB97M-V/def2-TZVPD

The LUMO energy is -0.262 hartree. As for the energy: -4360.6129 Eh. Its charge is +2. The HOMO-LUMO gap is 0.2617 Ha.

Last column: Mulliken charge in e.
Geometry (Å):
Ir 0.60 0.12 0.12  0.459
Cl 1.80 -1.98 -0.66  -0.126
C 0.10 -2.44 -0.56  0.778
C -0.69 -1.38 -0.18  -1.248
C -2.06 -1.61 -0.11  1.202
Cl -3.15 -0.34 0.27  -0.157
C -2.56 -2.90 -0.36  -0.146
Cl -4.24 -3.18 -0.25  -0.133
C -1.71 -3.95 -0.70  0.627
Cl -2.33 -5.51 -0.99  -0.131
C -0.33 -3.73 -0.81  -0.344
Cl 0.77 -4.95 -1.23  -0.136
C 1.25 2.59 2.62  -0.447
C 1.95 1.23 2.73  -1.678
P 0.85 -0.17 2.32  1.310
C -0.51 -0.13 3.47  0.887
C -1.71 0.51 3.17  0.486
C -2.70 0.61 4.15  -1.174
C -2.48 0.08 5.41  -0.720
C -1.28 -0.55 5.71  -0.770
C -0.29 -0.66 4.74  -0.842
C 1.73 -1.71 2.58  0.284
C 0.98 -2.89 2.59  -0.197
C 1.63 -4.11 2.68  -0.823
C 3.01 -4.15 2.77  -0.575
C 3.76 -2.98 2.77  -0.785
C 3.12 -1.75 2.67  -0.647
C 1.04 3.08 1.18  -1.476
P -0.25 2.23 0.19  2.022
C 0.08 2.66 -1.54  1.104
C -0.64 3.61 -2.25  -0.543
C -0.33 3.86 -3.58  -0.790
C 0.68 3.15 -4.21  -0.530
C 1.42 2.21 -3.51  -0.991
C 1.12 1.97 -2.17  -0.524
C -1.85 2.91 0.63  0.712
C -2.93 2.72 -0.23  -0.910
C -4.17 3.27 0.07  -0.910
C -4.32 4.03 1.22  -0.679
C -3.25 4.24 2.07  -0.807
C -2.01 3.68 1.78  -0.551
H 1.89 3.32 3.11  0.548
H 0.32 2.57 3.18  0.220
H 2.28 1.06 3.76  0.623
H 2.84 1.20 2.10  0.539
H -1.89 0.91 2.19  0.105
H -3.64 1.09 3.91  0.524
H -3.25 0.16 6.17  0.437
H -1.11 -0.96 6.69  0.458
H 0.64 -1.16 4.98  0.488
H -0.10 -2.85 2.54  0.571
H 1.05 -5.02 2.70  0.477
H 3.52 -5.11 2.85  0.445
H 4.83 -3.02 2.85  0.465
H 3.71 -0.85 2.67  0.323
H 1.97 2.99 0.61  0.600
H 0.79 4.15 1.16  0.654
H -1.44 4.16 -1.77  0.473
H -0.89 4.61 -4.12  0.441
H 0.91 3.35 -5.25  0.431
H 2.22 1.67 -3.99  0.456
H 1.78 1.28 -1.63  0.179
H -2.82 2.14 -1.14  0.746
H -5.00 3.13 -0.61  0.484
H -5.29 4.46 1.45  0.453
H -3.37 4.84 2.96  0.496
H -1.19 3.87 2.45  0.282

---

(5)
C33H27AsCrN6O8S | ωB97M-V/def2-TZVPD

As for the multiplicity: 4. The LUMO energy (alpha / beta) is -0.144 / -0.156 hartree. As for the energy: -5882.3811 Eh. Its charge is +1. The HOMO-LUMO gap (alpha / beta) is 0.2366 / 0.2251 Ha.

Last column: Mulliken charge in e.
Geometry (Å):
Cr -0.07 0.06 -0.99  -1.097
O -0.66 6.36 1.48  -0.696
C -1.59 5.55 1.52  0.253
O -2.81 5.65 1.72  -0.699
C -1.20 4.15 0.96  -0.962
C -2.16 3.16 0.82  -0.912
C -1.80 1.95 0.26  -0.086
N -0.54 1.75 -0.15  1.102
C 0.42 2.68 0.00  -0.227
C 0.11 3.90 0.56  -0.661
C 1.72 2.27 -0.56  0.772
C 2.86 3.03 -0.46  -0.742
C 4.03 2.58 -1.05  -0.835
C 4.02 1.38 -1.74  -1.022
C 2.84 0.66 -1.80  -0.533
N 1.72 1.08 -1.21  1.137
C -2.68 0.78 0.04  0.489
C -3.99 0.72 0.49  -0.753
C -4.71 -0.44 0.27  -0.822
C -4.12 -1.50 -0.39  -0.919
C -2.81 -1.37 -0.81  -0.894
N -2.11 -0.25 -0.62  1.576
H -3.16 3.40 1.15  0.828
H 0.83 4.70 0.69  0.774
H 2.84 3.97 0.07  0.560
H 4.94 3.16 -0.98  0.483
H 4.91 0.99 -2.23  0.516
H 2.79 -0.29 -2.31  0.637
H -4.41 1.55 1.02  0.561
H -5.73 -0.52 0.63  0.502
H -4.64 -2.43 -0.55  0.525
H -2.30 -2.19 -1.30  0.600
O 1.75 0.25 1.57  -0.608
C 0.82 -0.53 1.69  0.390
O 0.05 -0.92 0.71  -0.415
C 0.51 -1.19 3.00  0.282
C -0.67 -1.91 3.16  -0.516
C -0.93 -2.49 4.39  -0.294
C -0.07 -2.39 5.46  -0.437
C 1.10 -1.68 5.26  -0.407
C 1.40 -1.07 4.06  -0.332
N 2.06 -1.57 6.38  1.061
O 3.09 -0.97 6.16  -0.609
O 1.72 -2.05 7.44  -0.606
N -2.20 -3.24 4.55  1.095
O -2.39 -3.78 5.61  -0.610
O -2.97 -3.23 3.61  -0.630
H -1.37 -2.02 2.35  0.718
H -0.29 -2.86 6.41  0.629
H 2.32 -0.50 3.94  0.736
S 0.32 -3.90 -3.31  -0.276
C -0.13 -2.32 -2.88  -0.534
N 0.53 -1.76 -1.91  1.108
C 1.51 -2.63 -1.42  -0.229
C 2.42 -2.36 -0.39  -0.039
C 3.32 -3.35 -0.05  -1.152
C 3.34 -4.59 -0.71  -0.689
C 2.45 -4.86 -1.73  -0.515
C 1.54 -3.86 -2.08  0.654
H -0.94 -1.82 -3.40  0.357
H 2.42 -1.42 0.13  0.340
H 4.03 -3.16 0.74  0.505
H 4.05 -5.34 -0.42  0.426
H 2.46 -5.81 -2.24  0.442
C -0.35 0.57 -4.93  -1.163
As -0.78 1.24 -3.17  1.568
C -0.11 3.05 -3.30  -1.281
C -2.69 1.56 -3.33  -1.291
H -0.70 1.29 -5.66  0.468
H -0.84 -0.39 -5.12  0.446
H 0.73 0.44 -5.03  0.411
H -0.49 3.49 -4.22  0.544
H 0.98 3.05 -3.33  0.341
H -0.45 3.64 -2.45  0.378
H -2.86 2.12 -4.25  0.516
H -3.03 2.15 -2.48  0.396
H -3.24 0.62 -3.37  0.369

---

(6)
C33H27BaBrN6O2 | ωB97M-V/def2-TZVPD

The LUMO energy is -0.004 hartree. As for the energy: -4352.3854 Eh. Its charge is 0. The HOMO-LUMO gap is 0.2583 Ha.

Last column: Mulliken charge in e.
Geometry (Å):
Ba 0.10 0.07 -0.02  1.827
O 0.38 0.60 -2.35  -0.880
C -0.37 0.54 -3.39  0.522
C 0.15 0.12 -4.63  -0.319
C -0.61 0.09 -5.78  -0.440
C -1.94 0.51 -5.77  -0.716
C -2.48 0.94 -4.57  -0.708
C -1.75 0.94 -3.37  0.506
C -2.50 1.42 -2.21  -0.481
N -2.29 1.17 -0.98  0.076
C -3.03 1.83 0.08  -0.776
C -2.14 2.77 0.90  -0.797
N -1.10 2.06 1.62  0.196
C -0.98 2.22 2.88  -0.486
C -0.08 1.56 3.81  0.624
C -0.19 1.97 5.15  -0.546
C 0.56 1.40 6.15  -0.736
C 1.45 0.38 5.82  -0.393
C 1.59 -0.05 4.52  -0.531
C 0.85 0.52 3.46  0.063
O 0.99 0.10 2.25  -0.526
H 1.20 -0.18 -4.66  0.391
H -0.16 -0.24 -6.71  0.364
H -2.53 0.51 -6.67  0.384
H -3.51 1.28 -4.55  0.316
H -3.36 2.05 -2.48  0.182
H -3.43 1.07 0.76  0.274
H -3.88 2.39 -0.34  0.380
H -2.76 3.37 1.58  0.415
H -1.66 3.47 0.19  0.248
H -1.63 2.96 3.38  0.075
H -0.90 2.75 5.39  0.282
H 0.46 1.73 7.18  0.378
H 2.05 -0.09 6.60  0.377
H 2.28 -0.85 4.27  0.416
N 3.28 -5.65 -4.80  0.066
C 3.47 -6.88 -5.38  0.655
C 4.42 -7.38 -6.26  -1.016
C 4.30 -8.70 -6.63  -0.411
C 3.26 -9.51 -6.13  -0.464
C 2.31 -9.01 -5.26  -0.740
C 2.42 -7.67 -4.88  0.574
N 1.63 -6.93 -4.03  -0.652
C 2.16 -5.74 -4.02  -0.093
C 1.63 -4.61 -3.24  1.204
C 0.44 -4.77 -2.53  -0.359
C -0.04 -3.71 -1.79  -0.946
N 0.58 -2.53 -1.71  0.125
C 1.70 -2.37 -2.40  -0.599
C 2.27 -3.38 -3.17  -0.780
H 3.84 -4.82 -4.95  0.156
H 5.22 -6.76 -6.64  0.381
H 5.02 -9.13 -7.31  0.380
H 3.20 -10.54 -6.45  0.377
H 1.51 -9.63 -4.88  0.431
H -0.09 -5.71 -2.57  0.512
H -0.96 -3.81 -1.23  0.434
H 2.16 -1.39 -2.35  0.594
H 3.19 -3.17 -3.70  0.224
Br 3.83 -0.78 0.38  -0.143
C 3.29 -2.34 1.34  0.318
C 4.24 -2.95 2.14  -0.637
C 3.86 -4.09 2.83  -0.255
C 2.56 -4.55 2.68  -0.625
C 1.70 -3.85 1.86  -0.314
N 2.05 -2.75 1.20  0.002
H 5.24 -2.55 2.20  0.433
H 4.57 -4.61 3.46  0.391
H 2.21 -5.44 3.20  0.419
H 0.67 -4.17 1.73  0.401